Entry w
The following is a quantum chemistry calculation of 2 unconnected molecules or ions with the total composition C5H10O2, from OMol25.

For the HOMO energy, the calculation gives -9.63 eV. For the HOMO-LUMO gap, the calculation gives 10.48 eV.

```
! wB97M-V def2-TZVPD RIJCOSX def2/J DEFGRID3
* xyz 0 1
C 0.712 -1.877 -0.602
H 0.713 -2.852 -0.111
H -0.076 1.177 -1.726
H -1.694 0.518 -1.372
H -0.998 0.855 2.295
O 2.068 0.091 -0.243
C -1.007 1.349 -1.173
H -1.959 -0.073 1.015
C -1.252 0.723 1.247
O 1.446 -1.144 1.519
H -0.325 -1.534 -0.688
C 1.484 -0.870 0.201
H 1.935 -0.422 1.946
H -0.007 2.259 0.569
H 1.144 -1.946 -1.600
H -1.462 2.264 -1.571
C -0.722 1.483 0.293
*
```

Charges obtained by Löwdin population analysis, quoted in units of e:
1 C 0.016
2 H 0.087
3 H 0.071
4 H 0.070
5 H 0.054
6 O 0.078
7 C -0.116
8 H 0.061
9 C -0.030
10 O 0.086
11 H 0.079
12 C -0.595
13 H 0.128
14 H 0.100
15 H 0.092
16 H 0.073
17 C -0.255

=====

Entry x
The following is a quantum chemistry calculation of C5H10O2 in the gas phase, from OMol25.

For the HOMO energy, the calculation gives -9.84 eV. For the HOMO-LUMO gap, the calculation gives 10.91 eV.

```
! wB97M-V def2-TZVPD RIJCOSX def2/J DEFGRID3
* xyz 0 1
H -0.008 0.269 2.643
C 0.669 -0.456 2.179
C -1.469 0.498 -1.453
H 0.437 1.160 -2.424
H 1.951 -0.221 0.408
C 0.042 0.440 -1.704
H -2.054 -0.397 -1.703
H -1.971 1.378 -1.873
H 0.474 1.799 0.002
C 0.153 0.762 -0.187
C 0.883 -0.324 0.641
H 0.397 -0.563 -1.941
O 0.437 -1.563 0.104
H 1.619 -0.471 2.728
O -1.277 0.626 -0.032
H -0.519 -1.485 0.267
H 0.235 -1.453 2.343
*
```

Charges obtained by Löwdin population analysis, quoted in units of e:
1 H 0.077
2 C -0.024
3 C -0.169
4 H 0.107
5 H 0.146
6 C -0.084
7 H 0.117
8 H 0.114
9 H 0.150
10 C -0.261
11 C -0.351
12 H 0.105
13 O -0.071
14 H 0.072
15 O -0.106
16 H 0.095
17 H 0.080

=====

Entry y
The following is a quantum chemistry calculation of a molecular structure, C5H10O2, from OMol25.

For the HOMO energy (alpha / beta), the calculation gives -8.21 / -8.21 eV. For the HOMO-LUMO gap (alpha / beta), the calculation gives 8.50 / 8.50 eV.

```
! wB97M-V def2-TZVPD RIJCOSX def2/J DEFGRID3
* xyz 0 1
C 1.493 -0.989 0.621
C -0.676 0.871 -1.294
H -0.636 -1.341 -1.874
O -1.325 -0.960 0.048
H -0.555 1.739 1.619
H 0.721 -1.560 1.145
O 0.237 1.068 -0.152
H -0.598 -0.042 2.000
C -0.574 -0.652 -1.014
C 0.853 -0.242 -0.514
H -2.008 0.729 1.157
C -0.947 0.757 1.361
H -0.160 1.231 -2.189
H -1.631 1.378 -1.141
H 1.560 0.001 -1.314
H 2.245 -1.680 0.227
H 2.001 -0.310 1.314
*
```

Charges obtained by Löwdin population analysis, quoted in units of e:
1 C -0.036
2 C -0.079
3 H 0.140
4 O -0.204
5 H 0.075
6 H 0.078
7 O -0.160
8 H 0.064
9 C -0.422
10 C -0.270
11 H 0.070
12 C 0.176
13 H 0.122
14 H 0.125
15 H 0.146
16 H 0.086
17 H 0.090

=====

entry w takes first place; second place is 129.0 kJ/mol up.

=====

Entry w
The following is a quantum chemistry calculation of 4 unconnected molecules or ions with the total composition C2H13NO4, from OMol25.

For the HOMO energy, the calculation gives -9.70 eV. For the HOMO-LUMO gap, the calculation gives 10.17 eV.

```
! wB97M-V def2-TZVPD RIJCOSX def2/J DEFGRID3
* xyz 0 1
H -0.848 0.101 -0.127
H -0.234 -1.956 -0.917
H 2.377 1.671 -0.025
O -0.951 1.257 -2.535
H 1.505 0.152 -0.414
H -0.395 1.799 -1.964
C -0.743 0.766 0.723
O -0.373 -1.622 -1.821
H 0.397 2.441 1.050
C 1.649 0.951 0.312
H 0.211 -1.914 1.383
H -1.665 1.346 0.769
H -0.899 0.334 -2.259
O -0.079 -2.676 0.849
H -0.995 -2.797 1.130
H -0.206 0.502 2.566
O -0.657 -0.046 1.914
H -0.441 -2.433 -2.337
N 0.356 1.622 0.464
H 1.990 0.500 1.239
*
```

Charges obtained by Löwdin population analysis, quoted in units of e:
1 H 0.085
2 H -0.005
3 H 0.077
4 O -0.070
5 H 0.082
6 H 0.014
7 C -0.299
8 O -0.067
9 H 0.109
10 C -0.093
11 H 0.033
12 H 0.128
13 H -0.017
14 O -0.060
15 H 0.062
16 H 0.088
17 O -0.078
18 H 0.052
19 N -0.109
20 H 0.070

=====

Entry x
The following is a quantum chemistry calculation of 4 unconnected molecules or ions with the total composition C2H13NO4, from OMol25.

For the HOMO energy, the calculation gives -9.65 eV. For the HOMO-LUMO gap, the calculation gives 10.14 eV.

```
! wB97M-V def2-TZVPD RIJCOSX def2/J DEFGRID3
* xyz 0 1
H -1.869 2.124 1.015
H 0.974 -2.180 1.509
O -0.445 3.610 -1.494
H -0.665 4.488 -1.810
H -1.062 -1.368 -0.888
H 1.204 -2.413 -1.205
H 1.282 -0.799 -0.670
H 1.127 2.279 -0.806
C 0.927 -1.787 -0.365
H -0.385 2.402 1.259
H -0.832 -1.431 0.871
O 1.271 2.024 0.121
H 2.182 1.718 0.010
H -0.267 -3.873 0.439
N -0.904 -3.332 -0.141
H -0.588 3.584 -0.541
O -1.260 2.509 1.653
H -1.805 -3.557 0.265
O 1.676 -2.089 0.855
C -0.561 -1.911 -0.078
*
```

Charges obtained by Löwdin population analysis, quoted in units of e:
1 H 0.035
2 H 0.060
3 O -0.051
4 H 0.048
5 H 0.112
6 H 0.109
7 H 0.092
8 H 0.031
9 C -0.237
10 H -0.014
11 H 0.111
12 O -0.060
13 H 0.057
14 H 0.067
15 N -0.010
16 H 0.014
17 O -0.059
18 H 0.065
19 O -0.090
20 C -0.282

=====

Entry y
The following is a quantum chemistry calculation of 5 unconnected molecules or ions with the total composition C2H13NO4, from OMol25.

For the HOMO energy, the calculation gives -8.34 eV. For the HOMO-LUMO gap, the calculation gives 9.01 eV.

```
! wB97M-V def2-TZVPD RIJCOSX def2/J DEFGRID3
* xyz 0 1
H -3.337 0.237 1.379
N -0.364 -0.754 -1.131
H 0.582 1.714 -0.289
O 1.276 1.348 -2.051
H 0.005 0.615 1.747
H -1.891 -0.266 1.593
O 0.119 2.037 0.564
O -2.585 -0.314 0.909
H 0.041 -0.873 2.337
H 2.510 -2.294 0.053
H 2.243 1.286 -2.191
H -0.140 2.883 0.223
C 1.715 -1.434 -0.036
C 0.671 -1.607 -0.967
H 0.979 0.396 -2.125
H 0.524 -2.621 -1.295
H -0.587 0.016 -0.520
H -1.265 -1.230 -1.554
H 1.840 -0.484 0.597
O -0.469 -0.054 2.325
*
```

Charges obtained by Löwdin population analysis, quoted in units of e:
1 H 0.097
2 N 0.014
3 H 0.044
4 O -0.095
5 H 0.033
6 H -0.052
7 O -0.081
8 O -0.146
9 H 0.057
10 H 0.066
11 H 0.068
12 H 0.044
13 C -0.048
14 C -0.320
15 H 0.027
16 H 0.094
17 H 0.049
18 H 0.166
19 H 0.055
20 O -0.074

=====

Entry z
The following is a quantum chemistry calculation of 5 unconnected molecules or ions with the total composition C2H13NO4, from OMol25.

For the HOMO energy, the calculation gives -8.41 eV. For the HOMO-LUMO gap, the calculation gives 8.93 eV.

```
! wB97M-V def2-TZVPD RIJCOSX def2/J DEFGRID3
* xyz 0 1
H -1.048 4.547 4.050
O -2.784 -0.466 -5.623
O -1.054 -4.913 -4.069
H 5.609 0.086 0.123
H -1.068 1.388 2.691
O -1.231 3.728 4.540
H 0.534 1.927 1.982
H 0.559 -2.125 1.775
C -0.276 1.203 1.987
H -0.514 -4.396 -3.458
H -1.538 -4.189 -4.487
O 5.577 0.984 -0.219
H -0.521 1.036 0.944
H -3.068 -1.197 -6.183
C 0.017 -1.205 2.043
H 5.524 1.541 0.565
H -0.992 -1.575 2.369
H -2.171 3.872 4.723
H -1.979 -0.185 -6.075
N 0.426 -0.058 2.321
*
```

Charges obtained by Löwdin population analysis, quoted in units of e:
1 H 0.040
2 O -0.064
3 O -0.063
4 H 0.031
5 H 0.060
6 O -0.070
7 H 0.064
8 H 0.056
9 C -0.106
10 H 0.034
11 H 0.028
12 O -0.063
13 H 0.072
14 H 0.030
15 C -0.124
16 H 0.032
17 H 0.070
18 H 0.036
19 H 0.034
20 N -0.099

=====

entry w takes first place; second place is 52.4 kJ/mol up.

=====

Entry w
The following is a quantum chemistry calculation of 5 unconnected molecules or ions with the total composition C2H13NO4, from OMol25.

For the HOMO energy, the calculation gives -8.53 eV. For the HOMO-LUMO gap, the calculation gives 8.96 eV.

```
! wB97M-V def2-TZVPD RIJCOSX def2/J DEFGRID3
* xyz 0 1
O -0.743 4.523 0.781
H 0.023 -0.820 1.158
H 0.653 1.737 -0.852
H -0.236 -1.653 -1.489
O 0.680 2.069 -1.755
H -1.291 3.714 0.539
C -1.391 -2.062 0.456
H -2.086 -1.841 1.361
H 0.930 1.321 -2.353
H -1.756 1.010 0.828
H 4.175 -2.676 -0.641
H -1.536 -2.882 -0.198
N 0.542 -1.401 -0.928
H 1.454 -0.833 -0.746
O -2.469 1.173 1.453
H 4.046 -3.106 0.800
H -1.058 5.297 0.156
H -3.307 0.723 1.044
O 3.590 -2.858 0.031
C -0.221 -1.434 0.356
*
```

Charges obtained by Löwdin population analysis, quoted in units of e:
1 O -0.141
2 H 0.066
3 H 0.010
4 H 0.053
5 O -0.081
6 H 0.038
7 C -0.058
8 H 0.085
9 H 0.049
10 H -0.004
11 H -0.011
12 H 0.032
13 N 0.016
14 H 0.126
15 O -0.104
16 H 0.012
17 H 0.094
18 H 0.100
19 O -0.002
20 C -0.280

=====

Entry x
The following is a quantum chemistry calculation of 5 unconnected molecules or ions with the total composition C2H13NO4, from OMol25.

For the HOMO energy, the calculation gives -7.86 eV. For the HOMO-LUMO gap, the calculation gives 8.44 eV.

```
! wB97M-V def2-TZVPD RIJCOSX def2/J DEFGRID3
* xyz 0 1
N 2.947 -2.115 2.666
H -4.506 0.404 -0.286
H -3.653 -0.544 -6.225
H 1.853 -0.318 2.437
H 1.410 1.946 -0.158
H 3.123 -1.948 3.638
O -4.245 -0.054 -5.667
O 0.881 2.040 -0.969
H 1.482 -2.261 0.269
O -3.805 -0.059 0.181
O 2.448 2.237 1.466
H 2.792 3.114 1.415
C 1.903 -1.344 2.131
H 0.094 -1.264 1.046
H 2.983 -3.062 2.333
H 0.024 1.832 -0.556
H -3.893 0.760 -5.305
C 1.088 -1.706 1.110
H 2.132 1.889 2.306
H -4.318 -0.559 0.837
*
```

Charges obtained by Löwdin population analysis, quoted in units of e:
1 N 0.033
2 H 0.027
3 H 0.023
4 H 0.068
5 H -0.018
6 H 0.074
7 O -0.054
8 O -0.087
9 H 0.044
10 O -0.067
11 O -0.036
12 H 0.044
13 C -0.285
14 H 0.038
15 H 0.080
16 H 0.035
17 H 0.031
18 C -0.032
19 H 0.044
20 H 0.039

=====

entry x takes first place; second place is 102.0 kJ/mol up.